Here is a structure of composition C21H35Al2Cl2F3IN3O12S2 in a non-equilibrium geometry from the OMol25 dataset. Energies are from ωB97M-V/def2-TZVPD.

```
! RIJCOSX wB97M-V def2-TZVPD def2/J DEFGRID3
* xyz 0 1
C -2.440 4.644 1.800
H 0.317 0.159 -1.039
H -6.214 2.874 2.339
Cl -3.514 -4.350 0.432
C 4.127 -1.780 -1.899
H -4.207 5.741 1.401
H -6.964 1.815 3.554
H 0.759 -1.526 -1.539
I -1.771 -0.708 0.926
C -2.959 6.862 2.772
H -5.431 1.524 -5.279
H -1.664 7.627 4.327
O 2.681 2.473 3.529
C 1.700 -4.013 -3.327
Al -2.116 2.169 0.196
C -6.466 1.838 2.582
H -4.122 5.043 3.025
C -3.814 1.187 -3.920
H 0.870 -1.019 1.551
O 4.864 6.023 1.429
N 4.313 3.603 1.887
Cl 3.641 -4.940 2.665
C 4.575 -3.481 0.160
C 2.901 -4.821 -2.641
H -2.556 6.172 4.792
O 3.267 5.564 3.208
H 5.119 -1.197 -1.855
O -3.480 1.781 -2.915
C -2.794 0.551 -4.828
H -5.544 0.002 -4.341
H 1.126 -4.690 -4.043
O 3.640 -5.487 -3.373
H -0.815 -3.366 0.345
O -4.343 1.362 3.476
H 3.581 0.269 -2.579
H 3.960 -3.724 1.110
O -1.783 -5.586 1.827
C -3.542 5.547 2.246
F 3.840 1.224 1.916
H 0.947 -3.683 -2.541
C 0.220 -2.999 0.576
H -2.853 0.997 -5.823
H -1.160 6.060 3.707
S 3.886 5.117 1.985
C -2.032 6.664 3.968
F 1.760 -3.964 2.993
S 3.106 2.636 2.163
O 2.067 2.569 1.157
C 0.316 -1.390 0.629
H -3.779 7.523 3.063
O -5.148 0.033 1.821
H 2.355 -1.026 -2.853
H -2.405 7.367 1.975
H 2.692 0.780 -0.255
H 4.337 -2.493 -2.755
C 4.351 -4.761 -0.797
O 2.992 -4.742 -1.238
H 2.944 -1.829 1.209
C -1.778 -6.085 0.653
C -5.262 1.056 -4.307
H 0.998 -3.316 -0.211
H 5.123 -4.684 -1.636
O -1.762 -5.151 -0.289
H 5.653 -3.337 0.480
H 4.475 -5.675 -0.119
H -2.967 -0.525 -4.886
C 3.065 -0.603 -2.077
H -7.162 1.465 1.827
C -5.194 0.993 2.631
O -1.745 -7.288 0.411
H 0.631 -3.399 1.568
C 0.920 -0.755 -0.709
Al 6.545 -5.155 -1.730
H 2.109 -3.138 -3.915
H -5.882 1.560 -3.564
N -1.573 3.936 1.451
C 3.138 -1.514 0.139
N 3.970 -2.303 -0.516
F 2.701 5.244 0.925
C 2.452 -0.278 -0.600
H -1.794 0.725 -4.426
*
```

Computed properties:
F_max = 4.814 eV/A
HOMO-LUMO gap = 1.69 eV

---

Here is a cluster of 2 separate species, C2H3F3S in total in a non-equilibrium geometry from the OMol25 dataset. Energies are from ωB97M-V/def2-TZVPD.

```
! RIJCOSX wB97M-V def2-TZVPD def2/J DEFGRID3
* xyz 0 1
C 0.653 -1.315 1.364
C -2.025 3.679 1.965
S -0.215 0.067 1.529
H -2.533 3.165 1.251
H 1.684 -1.069 1.421
H 0.299 -2.284 1.022
F -0.849 3.136 2.506
F -2.895 3.915 2.859
F -1.653 4.787 1.465
*
```

Computed properties:
SMILES = FC(F)F.C=S
F_max = 3.995 eV/A
HOMO-LUMO gap = 8.37 eV
ΔE to the lowest compared entry with this formula, charge and spin = 50.5 kcal per mole

---

| no. | E (eV) |
| --- | --- |
| 1 | -127527.9332 |
| 2 | -21108.6579 |